# 1
Below is a structure of composition C2H6InO2 at a distorted geometry, with properties calculated with the ωB97M-V functional and the def2-TZVPD basis.

Relative energy (zero: lowest compared OMol25 entry of this formula, charge and spin) (kJ/mol): 158.0
Total energy (eV): -11397.5112
Frontier orbital gap (eV): 5.2
Lowest unoccupied orbital energy (eV): -20.99
Net charge: +3

```
11
Properties=species:S:1:pos:R:3:lowdin_charge:R:1
In -0.09203 3.15490 0.05433 1.665
C 0.29629 -0.37551 0.73005 -0.036
C -0.18863 -0.60840 -0.67523 -0.085
O -0.00470 0.50530 -1.42951 0.137
O -0.32034 0.62838 1.54344 0.112
H 1.34949 -0.09957 0.67797 0.187
H 0.27288 -1.35717 1.20321 0.224
H -1.21892 -0.95667 -0.74821 0.224
H 0.35616 -1.45478 -1.09348 0.200
H 0.67506 0.37179 -2.09411 0.194
H -1.12530 0.19176 1.83154 0.177
```

# 2
Below is a structure of composition C2H6LiO, with properties calculated with the ωB97M-V functional and the def2-TZVPD basis.

Relative energy (zero: lowest compared OMol25 entry of this formula, charge and spin) (kJ/mol): 4.1
Total energy (eV): -4417.0864
Frontier orbital gap (eV): 8.6
Lowest unoccupied orbital energy (eV): -5.47
Net charge: +1

```
10
Properties=species:S:1:pos:R:3:lowdin_charge:R:1
O -0.35694 1.15545 -0.54581 -0.124
C 0.19385 -0.92547 0.45126 -0.097
C 0.74449 0.28773 -0.26346 -0.321
H -0.01027 1.94603 -1.00970 0.104
H -0.54308 -1.44284 -0.18583 0.073
H -0.30201 -0.62429 1.38935 0.073
H 1.00629 -1.63105 0.69358 0.092
H 1.25052 -0.01427 -1.20057 0.124
H 1.49109 0.80258 0.37135 0.124
Li -3.47394 0.44611 0.29984 0.953
```

# 3
Below is an isolated molecule of C2H6N2 at a distorted geometry, with properties calculated with the ωB97M-V functional and the def2-TZVPD basis.

Relative energy (zero: lowest compared OMol25 entry of this formula, charge and spin) (kJ/mol): 137.7
Total energy (eV): -5150.4922
Frontier orbital gap (eV): 10.0
Lowest unoccupied orbital energy (eV): 0.98
SMILES: C/N=C\N

```
10
Properties=species:S:1:pos:R:3:lowdin_charge:R:1
C -0.60714 -0.95006 -0.78038 -0.176
N 0.43064 -1.12213 0.21766 -0.036
C 0.80136 -0.03766 0.78109 -0.325
N 0.14408 1.18200 0.76404 0.070
H -1.50085 -0.53774 -0.27255 0.077
H -0.82141 -1.86747 -1.29855 0.058
H -0.41922 -0.21893 -1.58158 0.075
H 1.83993 0.17054 1.04808 0.113
H 0.55450 2.00190 1.17125 0.078
H -0.42191 1.37956 -0.04906 0.067
```

# 4
Below is a structure of composition C2H6N2 at a distorted geometry, with properties calculated with the ωB97M-V functional and the def2-TZVPD basis.

Relative energy (zero: lowest compared OMol25 entry of this formula, charge and spin) (kJ/mol): 417.4
Total energy (eV): -5147.5934
Frontier orbital gap (eV): 10.0
Lowest unoccupied orbital energy (eV): 1.05

```
10
Properties=species:S:1:pos:R:3:lowdin_charge:R:1
C -1.05563 -0.52913 0.75156 -0.030
C 0.64427 0.42393 -1.03351 -0.216
N 0.33214 -0.48726 1.12617 -0.120
N 0.22117 0.71918 0.27531 -0.103
H -1.25200 -0.94906 -0.26399 0.087
H -1.78995 0.10050 1.28959 0.084
H 0.96251 -0.59144 -1.17421 0.060
H -0.12973 0.68978 -1.83372 0.098
H 1.58175 0.96467 -1.21729 0.074
H 0.48547 -0.34116 2.08010 0.068
```

# 5
Below is an isolated molecule of C2H6N2 at a distorted geometry, with properties calculated with the ωB97M-V functional and the def2-TZVPD basis.

Relative energy (zero: lowest compared OMol25 entry of this formula, charge and spin) (kJ/mol): 355.9
Total energy (eV): -5148.2310
Frontier orbital gap (eV): 9.6
Lowest unoccupied orbital energy (eV): 1.14
SMILES: C=NNC

```
10
Properties=species:S:1:pos:R:3:lowdin_charge:R:1
C 1.46334 -1.07828 -0.36392 -0.082
N 0.72300 -0.04307 -0.36121 -0.099
N -0.37504 0.01569 0.42131 -0.186
C -1.42849 1.09614 0.21381 -0.148
H 1.09885 -1.97603 0.14469 0.059
H 2.35667 -1.13608 -0.94022 0.042
H -0.71020 -0.86119 0.76759 0.090
H -2.61025 0.57965 0.28035 0.106
H -1.25581 1.49346 -0.94397 0.102
H -1.52403 1.98467 1.17147 0.115
```

# 6
Below is an isolated molecule of C2H6N2O at a distorted geometry, with properties calculated with the ωB97M-V functional and the def2-TZVPD basis.

Relative energy (zero: lowest compared OMol25 entry of this formula, charge and spin) (kJ/mol): 210.4
Total energy (eV): -7197.6071
Frontier orbital gap (eV): 10.3
Lowest unoccupied orbital energy (eV): 0.80
SMILES: CC(=O)NN

```
11
Properties=species:S:1:pos:R:3:lowdin_charge:R:1
C 0.49702 0.37350 -1.38202 -0.032
C 0.19834 0.57047 0.04509 -0.516
O 0.94017 1.35308 0.73150 -0.026
N -0.62127 -0.32614 0.70387 -0.078
N -0.92972 -1.51218 0.04303 -0.039
H -0.42327 0.55770 -1.92044 0.077
H 1.29949 1.04302 -1.67531 0.084
H 0.67064 -0.75563 -1.54224 0.104
H -0.20476 -0.38012 1.76715 0.209
H -0.26116 -2.34830 0.22917 0.137
H -1.91754 -1.73693 0.08286 0.079
```

# 7
Below is an isolated molecule of C2H6N2O at a distorted geometry, with properties calculated with the ωB97M-V functional and the def2-TZVPD basis.

Relative energy (zero: lowest compared OMol25 entry of this formula, charge and spin) (kJ/mol): 314.4
Total energy (eV): -7196.5295
Frontier orbital gap (eV): 10.2
Lowest unoccupied orbital energy (eV): 1.11
SMILES: C/N=C/NO

```
11
Properties=species:S:1:pos:R:3:lowdin_charge:R:1
C 2.19126 -0.17584 0.03669 -0.149
N 0.77754 -0.36938 -0.01231 -0.017
C 0.07322 0.62861 -0.02587 -0.295
N -1.30531 0.60610 -0.11871 -0.037
O -1.87023 -0.70924 0.08862 -0.061
H 2.57720 0.86412 -0.08868 0.081
H 2.53451 -0.66619 0.95365 0.081
H 2.68947 -0.59178 -0.81509 0.059
H 0.36227 1.72787 0.11805 0.154
H -1.80955 1.22601 0.44471 0.099
H -1.28460 -1.25972 -0.46940 0.085
```

# 8
Below is an isolated molecule of C2H6N2O at a distorted geometry, with properties calculated with the ωB97M-V functional and the def2-TZVPD basis.

Relative energy (zero: lowest compared OMol25 entry of this formula, charge and spin) (kJ/mol): 406.7
Total energy (eV): -7195.5722
Frontier orbital gap (eV): 9.8
Lowest unoccupied orbital energy (eV): 1.02
SMILES: C=CN(N)O

```
11
Properties=species:S:1:pos:R:3:lowdin_charge:R:1
C -1.71472 -0.16023 0.02409 0.003
C -0.52027 -0.71987 -0.11687 -0.218
N 0.66513 -0.06537 -0.40599 -0.208
N 0.85291 1.20585 0.05884 0.040
O 1.74347 -1.04015 0.16592 -0.081
H -1.87777 0.90101 -0.07964 0.042
H -2.57368 -0.76432 0.25372 0.043
H -0.25307 -1.75019 0.15346 0.116
H 0.38173 1.42181 0.93746 0.097
H 0.72203 1.88766 -0.67860 0.095
H 2.57423 -0.91620 -0.31239 0.071
```

# 9
Below is an isolated molecule of C2H6N2O at a distorted geometry, with properties calculated with the ωB97M-V functional and the def2-TZVPD basis.

Relative energy (zero: lowest compared OMol25 entry of this formula, charge and spin) (kJ/mol): 327.4
Total energy (eV): -7196.3946
Frontier orbital gap (eV): 10.0
Lowest unoccupied orbital energy (eV): 0.84
SMILES: [H]/N=C/N(C)O

```
11
Properties=species:S:1:pos:R:3:lowdin_charge:R:1
H -1.24532 -1.85410 1.82392 0.043
N -0.98642 -1.55192 0.85939 0.054
C -0.42582 -0.36449 0.88218 -0.250
N -0.06609 0.30605 -0.30266 -0.204
C 0.69492 -0.24739 -1.31865 -0.117
O 0.59240 1.61654 0.03003 -0.080
H -0.43472 0.25244 1.83899 0.137
H 0.27770 -1.20913 -1.63501 0.095
H 0.81567 0.43821 -2.17125 0.094
H 1.72919 -0.43276 -1.05371 0.084
H -0.12873 2.26539 -0.32152 0.144
```

# 10
Below is an isolated molecule of C2H6N2O at a distorted geometry, with properties calculated with the ωB97M-V functional and the def2-TZVPD basis.

Relative energy (zero: lowest compared OMol25 entry of this formula, charge and spin) (kJ/mol): 469.5
Total energy (eV): -7194.9218
Frontier orbital gap (eV): 9.9
Lowest unoccupied orbital energy (eV): 0.67
SMILES: CNNC=O

```
11
Properties=species:S:1:pos:R:3:lowdin_charge:R:1
C -1.42513 -0.39739 -0.21443 -0.147
N -0.46605 0.58158 0.48171 -0.157
N 0.77406 0.84489 -0.24848 -0.058
C 1.61211 -0.10508 -0.12911 -0.399
O 1.09242 -1.21037 0.22687 -0.089
H -1.86554 0.07817 -1.32872 0.130
H -2.31665 -0.63704 0.42758 0.065
H -1.03913 -1.38254 -0.56562 0.047
H -0.31854 0.30620 1.63763 0.203
H 1.20395 1.98598 0.05360 0.255
H 2.74851 -0.06440 -0.34103 0.149
```